Here is C11H13HgN4O5P as an isolated structure from the OMol25 dataset. Energies are from ωB97M-V with the def2-TZVPD basis set.

XYZ file:
```
35
Properties=species:S:1:pos:R:3:forces:R:3
Hg -1.878 0.283 0.886 -0.225 -0.444 0.421
O -1.807 -2.557 4.494 -0.087 0.427 -0.462
C -1.650 -1.697 3.612 0.020 -0.050 0.216
O -2.503 -1.200 2.828 0.182 0.080 -0.239
C -0.201 -1.164 3.502 0.106 -0.176 -0.025
C 0.651 -1.382 4.586 0.097 0.093 -0.072
C 1.961 -0.952 4.514 -0.050 -0.034 0.053
C 2.406 -0.354 3.343 0.056 0.052 0.019
C 1.503 -0.183 2.312 -0.253 -0.125 0.063
N 0.221 -0.563 2.388 0.087 -0.046 0.115
H 0.249 -1.896 5.446 -0.022 0.004 0.010
H 2.636 -1.085 5.353 -0.027 -0.033 -0.031
H 3.431 -0.022 3.232 -0.052 -0.003 -0.017
H 1.812 0.270 1.380 -0.043 0.103 -0.093
C 2.530 2.463 -1.751 -0.066 -0.031 0.131
O 1.870 1.231 -2.020 0.149 0.122 -0.063
P 0.529 0.856 -1.123 0.083 0.199 -0.167
O 0.259 -0.564 -1.837 0.008 -0.277 -0.107
C 0.988 -1.730 -1.458 -0.053 0.190 0.129
O -0.614 1.732 -1.832 -0.026 -0.049 -0.118
C -1.028 1.534 -3.199 0.046 0.014 0.071
H 3.186 2.675 -2.592 -0.003 -0.019 -0.022
H 3.135 2.405 -0.840 -0.058 -0.047 -0.032
H 1.823 3.292 -1.642 -0.005 -0.064 -0.047
H 0.562 -2.560 -2.012 -0.050 -0.036 -0.031
H 0.886 -1.930 -0.387 -0.005 0.054 -0.024
H 2.043 -1.626 -1.716 0.005 0.021 0.001
H -1.752 2.312 -3.424 -0.011 0.015 0.016
H -1.498 0.560 -3.313 0.027 -0.003 0.034
H -0.178 1.609 -3.877 0.025 0.001 0.039
N -2.942 -0.730 -1.021 -0.257 0.196 -0.030
C -3.640 -0.324 -1.877 0.473 0.053 -0.514
N -4.456 0.067 -2.783 -0.484 0.034 0.164
C -4.293 0.441 -4.030 0.434 -0.068 0.062
N -4.242 0.788 -5.143 -0.021 -0.150 0.548
```
Forces are in eV/Å.

## Properties
* LUMO level (spin up / spin down): 0.0918 / 0.0521 Ha
* ⟨S²⟩: 0.75
* molar mass: 512.8 g/mol
* gap between HOMO and LUMO (spin up / spin down): 6.9 / 7.1 eV
* E: -1517.05107 hartree
* total charge: -1
* multiplicity: 2